3 unconnected molecules or ions with the total composition C24H53ClN3O2. Source: the Open Molecules 2025 dataset; level of theory: ωB97M-V/def2-TZVPD.

Bonds (Å) are listed after each position.
Atoms and positions in Å:
1 C 3.54981 -6.09168 0.16670  C2 1.674, H17 1.177, H18 1.173, H19 1.193
2 C 2.62416 -4.86532 -0.49728  C1 1.674, C3 1.655, C4 1.638, N15 1.507
3 C 2.35272 -5.34116 -2.05897  C2 1.655, H20 1.170, H21 1.193, H22 1.191
4 C 1.21372 -4.88192 0.33482  C2 1.638, C5 1.639, H23 1.194, H24 1.182
5 C 0.26882 -3.55742 0.13894  C4 1.639, Cl6 1.874, C7 1.673, C11 1.667
6 Cl -0.65093 -3.50713 -1.49317  C5 1.874
7 C -0.88614 -3.38933 1.33712  C5 1.673, C8 1.639, H25 1.192, H26 1.176
8 C -2.30857 -4.12102 0.97809  C7 1.639, C9 1.673, H27 1.176, H28 1.194
9 C -3.47967 -3.06054 0.42867  C8 1.673, O10 1.497, H29 1.181, H30 1.174
10 O -3.88081 -3.38673 -0.97634  C9 1.497, H31 1.015
11 C 1.27810 -2.24730 0.34960  C5 1.667, C12 1.638, H32 1.194, H33 1.185
12 C 2.66575 -2.33782 -0.51678  C11 1.638, C13 1.674, C14 1.639, N15 1.508
13 C 3.65019 -1.12968 0.09476  C12 1.674, H34 1.192, H35 1.190, H36 1.174
14 C 2.34638 -1.89573 -2.06291  C12 1.639, H37 1.193, H38 1.169, H39 1.194
15 N 3.45241 -3.61424 -0.35641  C2 1.507, C12 1.508, O16 1.352
16 O 4.51684 -3.59106 -1.18982  N15 1.352
17 H 4.52710 -6.24926 -0.47036  C1 1.177
18 H 2.90803 -7.06361 0.30617  C1 1.173
19 H 3.89933 -5.65735 1.22186  C1 1.193
20 H 2.79720 -4.61832 -2.86492  C3 1.170
21 H 2.88019 -6.39556 -2.23925  C3 1.193
22 H 1.19106 -5.54827 -2.22068  C3 1.191
23 H 1.51045 -4.93457 1.48990  C4 1.194
24 H 0.59764 -5.86419 0.10546  C4 1.182
25 H -0.38182 -3.81011 2.33133  C7 1.192
26 H -1.06850 -2.24023 1.50609  C7 1.176
27 H -2.20366 -5.07278 0.29578  C8 1.176
28 H -2.74369 -4.52157 2.01486  C8 1.194
29 H -3.05507 -1.95819 0.43012  C9 1.181
30 H -4.46644 -3.12708 1.06080  C9 1.174
31 H -3.47863 -2.70709 -1.61454  O10 1.015
32 H 1.57545 -2.28366 1.50518  C11 1.194
33 H 0.69409 -1.22653 0.20490  C11 1.185
34 H 4.04712 -0.41944 -0.77648  C13 1.192
35 H 4.55866 -1.65898 0.65239  C13 1.190
36 H 3.11217 -0.47517 0.90736  C13 1.174
37 H 3.31624 -1.47021 -2.61128  C14 1.193
38 H 1.78257 -2.69271 -2.70653  C14 1.169
39 H 1.61098 -0.95767 -1.99283  C14 1.194
40 C 3.54464 3.15204 -1.88051  C41 1.528, H47 1.095, H48 1.095, H49 1.094
41 C 3.01817 4.24770 -0.95470  C40 1.528, N42 1.466, H50 1.098, H51 1.095
42 N 2.75794 3.80146 0.41709  C41 1.466, C43 1.468, C45 1.465
43 C 2.02330 4.78964 1.21550  N42 1.468, C44 1.527, H52 1.096, H53 1.098
44 C 2.71858 6.11707 1.50798  C43 1.527, H54 1.091, H55 1.097, H56 1.093
45 C 3.87280 3.15152 1.10959  N42 1.465, C46 1.525, H57 1.097, H58 1.098
46 C 5.16069 3.95179 1.27499  C45 1.525, H59 1.093, H60 1.096, H61 1.091
47 H 2.85561 2.30143 -1.92037  C40 1.095
48 H 3.65004 3.54643 -2.89707  C40 1.095
49 H 4.52965 2.79117 -1.57029  C40 1.094
50 H 2.07805 4.60514 -1.39407  C41 1.098
51 H 3.71655 5.09054 -0.97953  C41 1.095
52 H 1.71673 4.33590 2.16435  C43 1.096
53 H 1.08160 5.01062 0.69577  C43 1.098
54 H 3.47741 6.01102 2.28452  C44 1.091
55 H 1.98482 6.84211 1.88060  C44 1.097
56 H 3.18158 6.55397 0.61980  C44 1.093
57 H 4.11371 2.22212 0.57977  C45 1.097
58 H 3.54009 2.81234 2.09941  C45 1.098
59 H 5.43716 4.49906 0.37058  C46 1.093
60 H 5.98709 3.27112 1.50785  C46 1.096
61 H 5.09215 4.65817 2.10352  C46 1.091
62 C -3.15023 1.25505 -1.10665  C63 1.528, H69 1.095, H70 1.095, H71 1.094
63 C -4.13154 1.20352 0.06345  C62 1.528, N64 1.466, H72 1.098, H73 1.095
64 N -4.72939 2.49791 0.40371  C63 1.466, C65 1.468, C67 1.465
65 C -5.46522 2.47750 1.67327  N64 1.468, C66 1.527, H74 1.096, H75 1.098
66 C -6.70840 1.59482 1.75336  C65 1.527, H76 1.091, H77 1.097, H78 1.093
67 C -5.39773 3.20996 -0.68773  N64 1.465, C68 1.525, H79 1.097, H80 1.098
68 C -6.55290 2.50070 -1.38699  C67 1.525, H81 1.093, H82 1.096, H83 1.091
69 H -2.34098 1.96786 -0.91459  C62 1.095
70 H -2.69956 0.26761 -1.25464  C62 1.095
71 H -3.64350 1.52874 -2.04393  C62 1.094
72 H -3.56746 0.83630 0.93040  C63 1.098
73 H -4.89585 0.45073 -0.15535  C63 1.095
74 H -5.74116 3.50076 1.95072  C65 1.096
75 H -4.77142 2.15342 2.46025  C65 1.098
76 H -7.55611 2.04625 1.23600  C66 1.091
77 H -7.00649 1.47397 2.80192  C66 1.097
78 H -6.54034 0.59394 1.34827  C66 1.093
79 H -4.64620 3.46635 -1.44403  C67 1.097
80 H -5.75098 4.18449 -0.32579  C67 1.098
81 H -6.34359 1.44679 -1.58540  C68 1.093
82 H -6.74609 2.98065 -2.35281  C68 1.096
83 H -7.47650 2.57094 -0.81063  C68 1.091

2S+1: 2
Kohn-Sham gap (alpha / beta) in eV: 8.63 / 7.72
E_HOMO (alpha / beta) in eV: -8.180 / -8.180


8 unconnected molecules or ions with the total composition C24H53N5O8. Source: the Open Molecules 2025 dataset; level of theory: ωB97M-V/def2-TZVPD.

Bonds (Å) are listed after each position.
Atoms and positions in Å:
1 C 2.65548 1.91381 2.67677  O2 1.202, N3 1.367, H6 1.117
2 O 1.82378 2.73751 2.94811  C1 1.202
3 N 3.93932 2.11081 2.25080  C1 1.367, C4 1.504, C5 1.441
4 C 4.30277 3.50474 1.81681  N3 1.504, H7 1.077, H8 1.113, H9 1.065
5 C 4.77669 0.98179 1.93299  N3 1.441, H10 1.179, H11 1.096, H12 1.084
6 H 2.46938 0.82386 2.83156  C1 1.117
7 H 3.48351 4.15394 2.07549  C4 1.077
8 H 4.50094 3.43291 0.72403  C4 1.113
9 H 5.12181 3.90660 2.36572  C4 1.065
10 H 4.94795 0.90481 0.76953  C5 1.179
11 H 5.80390 1.02959 2.31155  C5 1.096
12 H 4.40011 0.00238 2.20477  C5 1.084
13 C 1.93742 0.04579 -4.66254  O14 1.259, N15 1.349, H18 1.105
14 O 3.08039 -0.47408 -4.57783  C13 1.259
15 N 1.70827 1.37266 -4.58690  C13 1.349, C16 1.481, C17 1.433
16 C 0.34446 1.94286 -4.49172  N15 1.481, H19 1.095, H20 1.117, H21 1.082
17 C 2.83878 2.23994 -4.43312  N15 1.433, H22 1.069, H23 1.081, H24 1.158
18 H 0.99636 -0.52834 -4.74211  C13 1.105
19 H 0.17043 2.39721 -3.51059  C16 1.095
20 H -0.44887 1.16289 -4.59142  C16 1.117
21 H 0.21720 2.67425 -5.27916  C16 1.082
22 H 3.65860 1.93737 -5.04933  C17 1.069
23 H 2.65488 3.27777 -4.67455  C17 1.081
24 H 3.03166 2.20626 -3.29141  C17 1.158
25 C 1.30557 -4.28178 -2.84675  O26 1.209, N27 1.357, H30 1.100
26 O 0.42071 -4.92821 -2.33635  C25 1.209
27 N 2.41861 -3.90677 -2.16716  C25 1.357, C28 1.448, C29 1.445
28 C 3.45082 -2.98410 -2.59035  N27 1.448, H31 1.155, H32 1.093, H33 1.072
29 C 2.46659 -4.25127 -0.76445  N27 1.445, H34 1.074, H35 1.086, H36 1.051
30 H 1.15353 -3.83127 -3.83851  C25 1.100
31 H 3.48052 -2.12447 -1.81963  C28 1.155
32 H 3.23202 -2.57230 -3.57892  C28 1.093
33 H 4.37153 -3.49733 -2.78400  C28 1.072
34 H 1.57706 -4.00359 -0.21641  C29 1.074
35 H 2.69550 -5.29341 -0.56041  C29 1.086
36 H 3.20642 -3.64506 -0.32997  C29 1.051
37 C -1.83151 4.41537 1.81922  O38 1.191, N39 1.382, H42 1.051
38 O -2.52422 4.62333 0.87271  C37 1.191
39 N -2.32032 4.22829 3.09797  C37 1.382, C40 1.422, C41 1.472
40 C -3.64930 4.50410 3.52277  N39 1.422, H43 1.060, H44 1.082, H45 1.093
41 C -1.32124 4.06406 4.16609  N39 1.472, H46 1.056, H47 1.132, H48 1.164
42 H -0.80115 4.20738 1.81726  C37 1.051
43 H -3.78349 5.51475 3.81471  C40 1.060
44 H -3.84704 3.84298 4.35590  C40 1.082
45 H -4.37617 4.34118 2.72227  C40 1.093
46 H -1.63004 3.40400 4.93032  C41 1.056
47 H -0.36393 3.71273 3.67560  C41 1.132
48 H -1.02673 5.05100 4.70867  C41 1.164
49 C 0.51946 -1.78339 2.41083  O50 1.225, N51 1.337, H54 1.149
50 O 1.66570 -1.41602 2.63771  C49 1.225
51 N -0.56073 -1.03798 2.66775  C49 1.337, C52 1.451, C53 1.458
52 C -1.88412 -1.58199 2.42900  N51 1.451, H55 1.094, H56 1.097, H57 1.090
53 C -0.52832 0.12793 3.54305  N51 1.458, H58 1.103, H59 1.075, H60 1.143
54 H 0.18007 -2.74952 1.88929  C49 1.149
55 H -1.96083 -2.27905 1.58972  C52 1.094
56 H -2.55991 -0.73655 2.25204  C52 1.097
57 H -2.26085 -2.05895 3.33413  C52 1.090
58 H 0.51776 0.39264 3.77010  C53 1.103
59 H -1.12370 0.86477 3.03570  C53 1.075
60 H -1.01359 -0.07276 4.55800  C53 1.143
61 C -3.59575 1.47229 -0.27600  C62 1.540, H65 1.112, H66 1.098, H67 1.083
62 C -4.12555 1.50668 -1.72161  C61 1.540, O63 1.219, C64 1.504
63 O -4.16290 0.54179 -2.46638  C62 1.219
64 C -4.80455 2.79640 -2.09438  C62 1.504, H68 1.117, H69 1.059, H70 1.116
65 H -3.57734 0.43786 0.13059  C61 1.112
66 H -4.23081 2.05516 0.40431  C61 1.098
67 H -2.59964 1.89732 -0.30864  C61 1.083
68 H -5.87677 2.79011 -1.78172  C64 1.117
69 H -4.80335 2.79032 -3.15340  C64 1.059
70 H -4.40323 3.70716 -1.58907  C64 1.116
71 C -2.80805 -5.29698 -0.89798  C72 1.442, H75 1.103, H76 1.120, H77 1.054
72 C -1.65720 -5.23265 -0.03181  C71 1.442, O73 1.210, C74 1.469
73 O -1.38650 -4.21436 0.56264  C72 1.210
74 C -0.76924 -6.37755 0.20957  C72 1.469, H78 1.069, H79 1.114, H80 1.101
75 H -3.22501 -4.32943 -1.22522  C71 1.103
76 H -3.60107 -5.84801 -0.32987  C71 1.120
77 H -2.64611 -5.93796 -1.71871  C71 1.054
78 H 0.00733 -6.30777 -0.52239  C74 1.069
79 H -1.26402 -7.33358 -0.07632  C74 1.114
80 H -0.28627 -6.46939 1.19421  C74 1.101
81 C 0.19963 0.94845 0.22454  C82 1.532, H85 1.049, H86 1.098, H87 1.094
82 C 0.15937 -0.03477 -0.94920  C81 1.532, O83 1.220, C84 1.492
83 O 0.95388 0.11443 -1.86227  C82 1.220
84 C -0.79264 -1.18362 -0.96492  C82 1.492, H88 1.039, H89 1.084, H90 1.069
85 H -0.62298 1.03682 0.86990  C81 1.049
86 H 0.33859 1.93845 -0.22954  C81 1.098
87 H 1.05796 0.78051 0.88219  C81 1.094
88 H -1.05299 -1.57307 -0.03703  C84 1.039
89 H -0.40666 -1.86854 -1.71147  C84 1.084
90 H -1.72803 -0.82217 -1.33533  C84 1.069

Relative energy (zero: lowest compared OMol25 entry of this formula, charge and spin) in kJ/mol: 323.7
SMILES: CN(C)C=O.CN(C)C=O.CN(C)C=O.CN(C)C=O.CN(C)C=O.CC(C)=O.CC(C)=O.CC(C)=O
Kohn-Sham gap in eV: 9.50
E_HOMO in eV: -8.931